No. 1
14
Properties=species:S:1:pos:R:3:mulliken_charge:R:1 method="wB97M-V/def2-TZVPD" homo_ev="-7.469 / -7.718" de_lowest_ev=3.922
H -1.074 -1.945 0.081 0.250
N -1.060 0.260 -0.902 -0.474
H -2.835 1.320 -0.566 0.272
H -2.384 0.228 0.758 0.246
C 0.093 -0.171 -0.286 0.419
H 0.490 -2.267 -0.847 0.318
N 2.342 -0.017 0.567 -0.442
C -1.989 0.915 -0.008 -0.745
C 1.208 0.539 0.040 -0.155
H 3.234 0.393 0.337 0.215
H -1.486 1.726 0.552 0.306
H 1.243 1.606 -0.147 0.378
H 2.346 -1.018 0.703 0.228
C -0.127 -1.571 -0.283 -0.817

---

No. 2
14
Properties=species:S:1:pos:R:3:mulliken_charge:R:1 method="wB97M-V/def2-TZVPD" homo_ev=-9.733 de_lowest_ev=0.554 smiles=CCNCC#N
H 0.386 1.459 0.239 0.280
C 0.562 0.395 0.453 -0.355
C -1.557 -0.105 -0.624 -0.569
C 2.053 0.109 0.398 -1.209
H 2.253 -0.944 0.626 0.320
H -1.569 0.918 -0.996 0.289
N -0.146 -0.395 -0.552 -0.348
H 0.025 -1.382 -0.424 0.277
N -2.838 -0.339 1.685 -0.413
C -2.308 -0.221 0.662 0.394
H -2.063 -0.750 -1.355 0.326
H 0.180 0.211 1.470 0.334
H 2.598 0.715 1.129 0.353
H 2.445 0.325 -0.599 0.320

---

No. 3
14
Properties=species:S:1:pos:R:3:mulliken_charge:R:1 method="wB97M-V/def2-TZVPD" homo_ev=-9.439 de_lowest_ev=2.582 smiles=C1N[C@H]1[C@H]1CN1
C -1.857 0.218 -0.359 -0.431
H -2.505 1.096 -0.356 0.261
C -0.571 0.205 0.391 -0.053
H -0.058 1.002 0.971 0.423
H 0.604 -1.616 -0.190 0.435
N 1.772 0.119 0.608 -0.586
H -2.183 -0.093 1.637 0.234
C 1.616 0.272 -0.832 -0.394
H 2.530 -0.478 0.906 0.219
C 0.645 -0.535 -0.065 -0.196
H 1.303 1.264 -1.165 0.195
H -1.959 -0.395 -1.259 0.211
N -1.711 -0.565 0.871 -0.607
H 2.330 -0.228 -1.478 0.289

---

No. 4
14
Properties=species:S:1:pos:R:3:mulliken_charge:R:1 method="wB97M-V/def2-TZVPD" homo_ev=-9.250 de_lowest_ev=2.129 smiles=C1N[C@H]1[C@H]1CN1
H 2.830 -0.079 -0.652 0.282
H 0.810 -0.991 1.273 0.335
H -1.146 1.569 1.132 0.226
H 1.799 0.913 0.503 0.239
C 0.630 -0.497 -0.690 -0.124
H -2.031 -1.137 0.382 0.223
H 0.652 -1.026 -1.644 0.367
C -1.863 -0.092 0.136 -0.367
H -0.644 1.208 -1.125 0.343
N 1.288 -1.208 0.398 -0.633
C -0.580 0.361 -0.440 -0.047
H -2.760 0.454 -0.153 0.276
N -0.877 0.605 0.966 -0.578
C 1.890 0.019 -0.116 -0.543

---

Copy entry 4 word for word.
14
Properties=species:S:1:pos:R:3:mulliken_charge:R:1 method="wB97M-V/def2-TZVPD" homo_ev=-9.250 de_lowest_ev=2.129 smiles=C1N[C@H]1[C@H]1CN1
H 2.830 -0.079 -0.652 0.282
H 0.810 -0.991 1.273 0.335
H -1.146 1.569 1.132 0.226
H 1.799 0.913 0.503 0.239
C 0.630 -0.497 -0.690 -0.124
H -2.031 -1.137 0.382 0.223
H 0.652 -1.026 -1.644 0.367
C -1.863 -0.092 0.136 -0.367
H -0.644 1.208 -1.125 0.343
N 1.288 -1.208 0.398 -0.633
C -0.580 0.361 -0.440 -0.047
H -2.760 0.454 -0.153 0.276
N -0.877 0.605 0.966 -0.578
C 1.890 0.019 -0.116 -0.543